A | Formula: BrH14O7
Source: OMol25
Level of theory: wB97M-V/def2-TZVPD

Output
Charge ... -1
Frontier orbital gap ... 9.33 eV
LUMO energy ... 3.2 eV

Last columns: bonded neighbours and bond lengths (Å).
Element x y z (Å)
1 Br 1.29757 0.45701 -0.49592  no bonds
2 O -1.63650 1.93660 -0.81567  H15 0.992, H21 0.956
3 O -0.56835 -2.26389 -0.61018  H20 0.974, H22 0.998
4 O 3.58147 -2.24291 -0.24414  H12 1.013, H14 0.942
5 O -2.52639 -0.71183 0.72354  H16 0.976, H17 0.971
6 O -0.95200 0.38173 2.94466  H10 1.006, H13 0.962
7 O -0.59476 2.97089 1.69634  H9 0.988, H19 0.943
8 O 1.58316 -0.33513 -3.92975  H11 0.952, H18 0.993
9 H 0.10072 2.42078 1.25980  O7 0.988
10 H -1.65133 -0.04084 2.35823  O6 1.006
11 H 2.03800 0.40891 -3.54687  O8 0.952
12 H 3.39778 -2.12232 0.74452  O4 1.013
13 H -0.09687 0.12180 2.58904  O6 0.962
14 H 3.07335 -1.54177 -0.61560  O4 0.942
15 H -0.69738 1.65597 -0.96974  O2 0.992
16 H -2.45018 0.15709 0.28655  O5 0.976
17 H -2.01469 -1.31233 0.15831  O5 0.971
18 H 0.96382 -0.55313 -3.18542  O8 0.993
19 H -0.92631 2.31665 2.28925  O7 0.943
20 H -0.48171 -2.90610 0.11763  O3 0.974
21 H -1.53175 2.73548 -0.30060  O2 0.956
22 H 0.09234 -1.53265 -0.45398  O3 0.998



B | Formula: BrH14O7
Source: OMol25
Level of theory: wB97M-V/def2-TZVPD

Output
Charge ... -1
Frontier orbital gap ... 7.25 eV
LUMO energy ... 2.8 eV

Last columns: bonded neighbours and bond lengths (Å).
Element x y z (Å)
1 Br -0.71569 0.71979 0.31153  no bonds
2 O 1.22943 -0.06256 -4.29408  H19 0.957, H20 0.957
3 O 2.28064 -3.51424 -1.16385  H10 0.957, H15 0.957
4 O 3.32320 -1.22648 2.87381  H9 0.957, H14 0.957
5 O -1.84191 -4.01848 2.30488  H12 0.957, H21 0.957
6 O 1.64970 4.67228 2.96237  H11 0.957, H22 0.957
7 O -1.23096 4.74874 -2.39794  H13 0.957, H18 0.957
8 O -5.44367 -0.54363 -0.41156  H16 0.957, H17 0.957
9 H 2.49585 -0.76553 2.73508  O4 0.957
10 H 3.20691 -3.66650 -1.35111  O3 0.957
11 H 2.16021 4.13565 3.56870  O6 0.957
12 H -1.13886 -3.48976 1.92752  O5 0.957
13 H -2.00375 4.79103 -2.96120  O7 0.957
14 H 3.30434 -1.48100 3.79635  O4 0.957
15 H 2.26960 -2.70901 -0.64642  O3 0.957
16 H -4.49153 -0.61222 -0.34118  O8 0.957
17 H -5.58735 0.14711 -1.05845  O8 0.957
18 H -1.21674 3.84695 -2.07733  O7 0.957
19 H 1.92067 -0.72449 -4.31006  O2 0.957
20 H 0.95420 -0.02505 -3.37807  O2 0.957
21 H -2.38440 -4.26602 1.55610  O5 0.957
22 H 1.26011 4.04340 2.35494  O6 0.957



The relative energies come out as A 0.0; B 190.6, with values in kJ/mol.



A | Formula: C2H2BrFO
Source: OMol25
Level of theory: wB97M-V/def2-TZVPD

Output
Frontier orbital gap (spin up / spin down) ... 10.40 / 6.61 eV
LUMO energy (spin up / spin down) ... -0.2 / -1.8 eV

Last columns: bonded neighbours and bond lengths (Å).
Element x y z (Å)
1 Br 0.37024 2.15059 0.10075  C5 1.824
2 F -1.04937 -1.09637 0.92706  C4 1.346
3 O -2.60394 -0.87757 -0.66415  C4 1.178
4 C -1.61768 -1.37788 -0.25964  F2 1.346, O3 1.178
5 C 1.44099 0.67866 -0.01520  Br1 1.824, H6 1.071, H7 1.070
6 H 1.76805 0.22081 0.89621  C5 1.071
7 H 1.69172 0.30176 -0.98503  C5 1.070



B | Formula: C2H2BrFO
Source: OMol25
Level of theory: wB97M-V/def2-TZVPD

Output
Structure (SMILES) ... O=C[C@H](F)Br
Frontier orbital gap ... 10.67 eV
LUMO energy ... 0.0 eV

Last columns: bonded neighbours and bond lengths (Å).
Element x y z (Å)
1 Br -2.12149 -0.62118 0.39850  C5 1.999
2 F -0.62850 -2.40922 -0.87367  C5 1.281
3 O 0.08240 0.72288 -1.59604  C4 1.175
4 C 0.18868 -0.44131 -1.47978  O3 1.175, C5 1.493, H6 1.079
5 C -0.38952 -1.25618 -0.37036  Br1 1.999, F2 1.281, C4 1.493, H7 1.028
6 H 0.68499 -1.08080 -2.19302  C4 1.079
7 H 0.16620 -1.50773 0.45726  C5 1.028



The relative energies come out as A 253.6; B 0.0, with values in kJ/mol.